{
  "formula": "C5H12BClNO5P2",
  "method": "the ωB97M-V functional and the def2-TZVPD basis",
  "orbital_gap_ev": 6.60,
  "smiles": "CCP(C)[C@H](C(=O)[O-])N(B(O)O)P(O)Cl",
  "charge": -1,
  "elements": ["C", "C", "P", "C", "C", "C", "O", "O", "N", "B", "O", "O", "P", "O", "Cl", "H", "H", "H", "H", "H", "H", "H", "H", "H", "H", "H", "H"],
  "xyz": [[2.827, 0.674, 1.732], [1.677, -0.260, 1.215], [1.545, -0.031, -0.625], [2.057, -1.631, -1.438], [-0.251, 0.154, -1.161], [-0.256, 1.277, -2.278], [0.440, 2.287, -2.034], [-0.910, 1.072, -3.313], [-1.175, 0.458, -0.018], [-1.810, -0.742, 0.539], [-2.950, -1.319, 0.038], [-1.211, -1.367, 1.652], [-2.279, 1.724, -0.346], [-3.069, 1.803, 1.129], [-3.796, 1.046, -1.672], [2.581, 1.029, 2.735], [3.790, 0.166, 1.726], [2.841, 1.539, 1.070], [1.990, -1.277, 1.468], [0.785, 0.037, 1.757], [1.654, -1.572, -2.451], [3.137, -1.733, -1.472], [1.572, -2.483, -0.949], [-0.573, -0.773, -1.652], [-3.521, -1.593, 0.760], [-1.705, -1.192, 2.457], [-3.392, 2.708, 1.133]],
  "forces_ev_per_angstrom": [[-1.0, 0.0, -0.4], [1.1, 0.1, 0.3], [0.8, 0.9, -0.4], [-1.2, 0.0, 0.6], [0.3, -0.6, 0.0], [0.7, 1.4, -0.6], [-0.2, -0.4, 0.6], [-0.4, -0.9, 0.2], [-1.6, -0.2, -0.7], [0.7, -0.5, 0.8], [-0.1, 0.8, 0.0], [-0.3, 0.3, -0.1], [1.1, 1.1, -0.5], [0.2, -0.8, -0.4], [-0.2, -0.2, 0.4], [0.2, -0.1, 0.1], [0.1, 0.1, 0.0], [0.4, 0.1, 0.1], [-0.6, -0.2, 0.0], [-0.3, -0.3, -0.3], [0.2, 0.0, -0.1], [0.0, 0.0, 0.1], [0.3, -0.2, -0.1], [-0.1, 0.1, 0.0], [0.0, -0.5, -0.1], [0.1, -0.1, 0.2], [-0.2, 0.1, 0.2]],
  "lowdin_charge": [-0.195, -0.422, 1.006, -0.302, -0.398, -0.854, -0.118, -0.081, -0.173, -0.838, 0.127, 0.116, 0.666, -0.343, 0.175, 0.050, 0.051, 0.037, 0.061, 0.046, 0.029, 0.015, 0.023, 0.104, 0.104, 0.094, 0.019]
}